1.
{
  "formula": "C5H12N",
  "method": "ωB97M-V/def2-TZVPD",
  "elements": ["C", "C", "C", "C", "C", "N", "H", "H", "H", "H", "H", "H", "H", "H", "H", "H", "H", "H"],
  "coordinates": [[-0.881260, 0.206367, 1.983357], [-0.694410, -0.966832, 1.137411], [0.761703, -1.242659, 0.479963], [0.918058, -0.428158, -0.745870], [0.187365, 0.664520, -0.919280], [0.431193, 1.325441, -2.298950], [-0.846979, 1.120884, 1.448722], [-1.982190, 0.278545, 2.204299], [-0.318274, 0.204306, 2.869722], [-0.993007, -1.928569, 1.636381], [-1.325742, -1.032755, 0.325573], [1.433116, -0.862730, 1.252092], [0.819261, -2.341500, 0.099327], [1.567529, -0.806545, -1.420715], [-0.381635, 1.334975, -0.257390], [0.982211, 0.806019, -2.937611], [-0.470514, 1.461556, -2.818600], [0.793573, 2.207137, -2.038430]],
  "forces_ev_per_angstrom": [[-1.2, -1.0, -0.4], [-0.5, -0.7, 1.2], [0.3, -1.6, -1.7], [-2.2, -0.3, 4.2], [0.7, 2.0, -2.6], [-3.3, -0.6, 1.7], [0.4, 1.4, -0.4], [0.2, -0.3, 0.2], [0.7, 0.2, 1.2], [1.2, 0.1, 0.3], [-1.6, 0.6, -1.9], [0.3, -0.7, 0.5], [0.5, 1.7, 1.4], [1.7, -1.2, -2.6], [0.0, -0.9, -0.5], [1.4, -0.7, -0.6], [0.5, 0.2, 0.6], [0.9, 1.8, -0.5]],
  "charge": 2,
  "relative_energy_ev": 2.921,
  "gap_ha": [0.442, 0.217],
  "total_energy_ha": -251.613153,
  "multiplicity": 2,
  "s_squared": 0.760
}

***

2.
{
  "formula": "C26H58F5NO2PS2",
  "method": "ωB97M-V/def2-TZVPD",
  "elements": ["C", "C", "C", "C", "C", "C", "C", "P", "C", "S", "C", "C", "N", "C", "C", "S", "O", "O", "C", "F", "F", "C", "F", "F", "F", "H", "H", "H", "H", "H", "H", "H", "H", "H", "H", "H", "H", "H", "H", "H", "H", "H", "H", "H", "H", "H", "H", "H", "H", "H", "H", "H", "H", "H", "H", "C", "C", "C", "C", "C", "C", "H", "H", "H", "H", "H", "H", "H", "H", "H", "H", "H", "H", "H", "H", "C", "C", "C", "C", "C", "C", "H", "H", "H", "H", "H", "H", "H", "H", "H", "H", "H", "H", "H", "H"],
  "coordinates": [[2.384529, 7.073847, 3.752787], [2.757458, 5.954699, 2.757252], [2.720833, 4.549127, 3.404650], [1.842926, 3.618076, 2.549323], [1.558604, 2.276375, 3.214133], [0.981095, 1.270404, 2.193540], [1.625514, -0.129619, 2.260520], [2.852894, -0.436221, 0.829845], [1.362686, -0.907374, -0.316865], [1.819453, -0.490601, -2.047521], [0.918188, 0.997733, -2.598032], [1.216301, 2.254456, -1.754340], [4.297282, 0.051868, 1.783905], [4.836286, 1.349042, 1.451496], [5.446696, 1.427067, 0.051290], [3.140735, -2.607036, 1.475317], [1.898516, -3.236444, 1.881761], [4.091452, -2.737546, 2.563214], [3.826958, -3.710807, 0.107471], [3.767718, -3.164125, -1.105457], [3.072979, -4.802161, 0.060777], [5.274946, -4.212682, 0.354747], [5.726626, -4.776000, -0.764436], [5.259416, -5.149077, 1.263226], [6.104993, -3.266732, 0.656210], [1.785003, 7.833034, 3.257606], [3.294602, 7.527901, 4.132349], [1.812862, 6.702783, 4.597787], [3.741614, 6.117860, 2.337050], [2.028310, 5.999597, 1.954863], [3.709055, 4.100106, 3.447003], [2.277007, 4.619005, 4.394611], [2.302289, 3.504210, 1.569071], [0.913671, 4.162492, 2.381353], [0.785923, 2.476784, 3.955318], [2.412827, 1.887099, 3.763416], [0.995843, 1.694895, 1.192767], [-0.070228, 1.140942, 2.448800], [0.806191, -0.840666, 2.208040], [2.047718, -0.242106, 3.259699], [3.740515, -0.699284, -0.276079], [2.716236, 0.922471, 0.333622], [0.454830, -0.372542, -0.045809], [1.160484, -1.974390, -0.320301], [-0.152286, 0.822002, -2.576786], [1.288408, 1.220780, -3.590509], [1.153336, 3.144280, -2.379211], [2.213841, 2.234989, -1.334194], [0.449452, 2.328966, -0.991128], [4.171632, -0.062730, 2.779962], [5.647241, 1.543185, 2.159533], [4.127439, 2.184147, 1.572002], [4.649261, 1.690154, -0.643777], [5.800510, 0.463632, -0.289721], [6.198260, 2.206076, -0.047142], [-6.293718, -0.690552, -3.030734], [-5.821255, 0.520426, -3.830746], [-4.418392, 0.352158, -4.411082], [-3.309167, 0.176611, -3.373755], [-3.189985, 1.309480, -2.355649], [-2.842036, 2.654395, -2.981142], [-5.662952, -0.869362, -2.158143], [-7.313521, -0.537737, -2.672467], [-6.287019, -1.591598, -3.647982], [-5.870317, 1.416102, -3.205261], [-6.518425, 0.686624, -4.657467], [-4.192526, 1.213956, -5.046391], [-4.411016, -0.518102, -5.075671], [-2.354839, 0.071784, -3.899715], [-3.458490, -0.765429, -2.837798], [-2.405444, 1.046221, -1.640377], [-4.113042, 1.403779, -1.775697], [-1.900845, 2.594666, -3.532365], [-2.729098, 3.412442, -2.204123], [-3.619961, 2.998427, -3.665809], [-2.785308, -6.239347, 0.762909], [-3.731729, -5.088927, 1.091711], [-4.278433, -4.379302, -0.145866], [-3.222470, -3.705669, -1.023569], [-2.357469, -2.667289, -0.311891], [-3.145937, -1.480562, 0.227064], [-1.893356, -5.891229, 0.240955], [-2.456288, -6.735944, 1.676940], [-3.281668, -6.984378, 0.136080], [-3.226984, -4.375572, 1.748184], [-4.577542, -5.484524, 1.662480], [-5.017955, -3.636933, 0.170599], [-4.826551, -5.104082, -0.758150], [-3.729747, -3.227303, -1.869654], [-2.569846, -4.467539, -1.459090], [-1.610114, -2.298160, -1.019949], [-1.799451, -3.131586, 0.505155], [-3.681807, -0.973527, -0.579415], [-2.470343, -0.758320, 0.689376], [-3.871882, -1.786041, 0.983495]],
  "forces_ev_per_angstrom": [[0.5, -0.1, -0.5], [-0.3, -0.2, 1.0], [-0.6, 0.0, -1.1], [0.5, 0.4, 0.7], [-0.6, 0.4, -0.8], [0.0, -0.4, 0.8], [-0.4, -0.2, 0.2], [0.0, 3.0, -1.2], [0.4, 0.3, -0.7], [0.1, -0.3, -0.3], [0.6, 0.5, 1.3], [-0.4, -0.2, -0.5], [-0.3, -0.6, -0.1], [0.9, 0.1, 0.4], [-1.0, 0.2, -0.3], [-0.3, -0.6, 2.4], [-1.1, -0.3, -1.1], [1.3, 0.1, -0.1], [0.5, -0.2, 0.3], [0.0, 0.8, -0.6], [-0.7, -1.0, 0.1], [-1.2, 0.1, -0.8], [0.3, -0.5, -1.1], [0.2, -0.8, 1.3], [1.0, 1.2, 0.6], [0.1, 0.2, 0.0], [0.0, 0.2, 0.2], [-0.1, -0.1, 0.1], [0.1, 0.3, -0.2], [0.0, -0.2, -0.3], [0.2, 0.1, 0.4], [0.2, -0.1, 0.3], [0.1, -0.2, -0.1], [-0.3, -0.2, -0.1], [0.0, -0.1, 0.3], [0.3, -0.1, -0.2], [0.2, 0.0, -0.2], [-0.2, 0.0, -0.1], [0.1, -0.4, -0.1], [0.2, -0.2, 0.0], [-0.1, -0.4, 0.1], [-0.2, -0.1, 0.1], [-0.1, 0.0, 0.1], [-0.2, -0.1, 0.0], [-0.2, -0.1, -0.4], [-0.1, -0.5, -0.4], [-0.2, 0.2, -0.1], [0.1, -0.1, 0.3], [0.2, 0.2, 0.5], [0.1, 0.0, 0.0], [0.0, 0.0, 0.2], [-0.1, 0.0, -0.1], [0.0, 0.0, -0.2], [0.4, -0.2, 0.1], [0.2, 0.0, 0.2], [-0.1, 0.1, 0.0], [0.0, -0.1, -0.1], [0.0, 0.1, 0.0], [0.0, -0.1, 0.1], [0.1, 0.0, -0.1], [-0.1, 0.0, 0.1], [0.0, 0.0, 0.0], [0.0, 0.0, 0.0], [0.0, 0.0, 0.0], [0.0, 0.0, 0.0], [0.0, 0.0, 0.0], [0.0, 0.0, 0.0], [0.0, 0.0, 0.0], [0.0, 0.0, 0.0], [0.0, 0.0, 0.0], [0.0, 0.0, 0.0], [0.0, 0.0, 0.0], [0.0, 0.0, 0.0], [0.0, 0.0, -0.1], [0.0, 0.0, 0.0], [0.0, 0.1, 0.1], [-0.1, -0.1, -0.1], [-0.1, 0.1, 0.0], [0.0, 0.0, 0.0], [0.0, 0.0, -0.1], [0.1, 0.0, 0.1], [0.0, 0.0, 0.0], [0.0, 0.0, 0.0], [0.0, 0.0, 0.0], [0.0, 0.0, 0.0], [0.0, 0.0, 0.0], [0.0, 0.0, 0.0], [0.0, 0.0, 0.0], [0.0, 0.0, 0.0], [0.0, 0.0, 0.0], [0.1, 0.0, 0.0], [0.0, 0.0, 0.0], [-0.1, 0.0, 0.0], [0.0, 0.0, 0.0], [0.0, 0.0, 0.0]],
  "charge": -1,
  "gap_ha": 0.266,
  "total_energy_ha": -2867.704477,
  "multiplicity": 1
}

***

3.
{
  "formula": "C33H34BF4N7O2PRuS",
  "method": "ωB97M-V/def2-TZVPD",
  "elements": ["Ru", "C", "C", "C", "C", "C", "C", "C", "C", "C", "S", "C", "N", "H", "H", "H", "H", "H", "H", "H", "H", "N", "C", "C", "C", "C", "C", "C", "P", "C", "C", "C", "C", "C", "C", "C", "C", "C", "C", "C", "C", "H", "H", "H", "H", "H", "H", "H", "H", "H", "H", "H", "H", "H", "H", "H", "H", "O", "N", "O", "F", "B", "F", "F", "F", "C", "C", "C", "C", "N", "C", "N", "N", "N", "H", "H", "H", "H", "H", "H", "H", "H", "H", "H"],
  "coordinates": [[0.056587, 1.050528, -0.002632], [-2.573683, 3.237765, -0.527659], [-1.401589, 3.437494, -1.418518], [-1.526040, 4.470756, -2.382901], [-0.484026, 4.802682, -3.181856], [0.748109, 4.138221, -3.015911], [1.878763, 4.449624, -3.806040], [3.055029, 3.781772, -3.611548], [3.143821, 2.801731, -2.611571], [2.058745, 2.483177, -1.829620], [2.201256, 1.341747, -0.527975], [0.821248, 3.130304, -2.039617], [-0.274359, 2.742194, -1.283234], [-3.500810, 3.403286, -1.074353], [-2.524614, 3.959017, 0.291178], [-2.584006, 2.262699, -0.075857], [-2.474339, 4.984169, -2.454643], [-0.573995, 5.581674, -3.929564], [1.793580, 5.223810, -4.557921], [3.923318, 4.011671, -4.214077], [4.080705, 2.286745, -2.438548], [-2.039284, -0.019869, 0.187211], [-2.683259, -0.173544, -1.094200], [-4.035442, 0.010989, -1.312944], [-4.533595, -0.159474, -2.598106], [-3.693553, -0.520192, -3.645616], [-2.332520, -0.675023, -3.423401], [-1.824214, -0.486089, -2.145637], [-0.079459, -0.420701, -1.668662], [0.329151, -2.130054, -1.130432], [1.652284, -2.292037, -0.527086], [1.886855, -3.448400, 0.214221], [1.088354, -4.575926, 0.241493], [0.080230, -4.774449, -0.787989], [-0.238122, -3.268691, -2.088721], [0.781783, -0.217386, -3.254393], [0.376880, 0.765062, -4.160205], [1.053462, 0.940717, -5.355088], [2.138252, 0.128408, -5.662153], [2.529761, -0.866999, -4.778690], [1.855872, -1.044685, -3.576163], [-1.800179, -0.966945, 0.489454], [-2.611296, 0.452852, 0.891020], [-4.684278, 0.280301, -0.487908], [-5.590236, -0.016154, -2.781347], [-4.095251, -0.662859, -4.639488], [-1.673317, -0.921486, -4.245772], [2.346294, -1.466232, -0.512415], [2.777773, -3.454387, 0.840520], [1.313796, -5.404652, 0.897228], [-0.334736, -5.779592, -0.791582], [-0.701476, -2.979825, -3.034459], [-0.493390, 1.377583, -3.946681], [0.733069, 1.709718, -6.046825], [2.669523, 0.265255, -6.595469], [3.363536, -1.513634, -5.018819], [2.180504, -1.817695, -2.886226], [0.546551, -4.409325, -2.161269], [-1.068331, -3.734118, -0.973302], [-0.761603, -2.551622, -0.180990], [-1.712230, 1.958200, 4.043426], [-2.108663, 2.339195, 2.780600], [-1.025455, 2.007772, 1.855788], [-3.195864, 1.552878, 2.326360], [-2.385857, 3.686911, 2.668027], [-0.062138, -0.530513, 6.073229], [-0.367209, -1.855683, 5.382551], [-1.715950, -1.803698, 4.667169], [0.763502, -2.279393, 4.438832], [0.928045, -1.343318, 3.330971], [0.261718, -1.276795, 2.188842], [0.687240, -0.209935, 1.551006], [1.634483, 0.368732, 2.332490], [1.780562, -0.310847, 3.398266], [-0.848217, -0.290296, 6.789356], [-0.024990, 0.287435, 5.352815], [0.889576, -0.566871, 6.606584], [-0.403224, -2.651398, 6.133673], [-1.764000, -0.960122, 3.972187], [-2.518532, -1.652659, 5.388785], [-1.923230, -2.730687, 4.126407], [0.567183, -3.259204, 4.003388], [1.723016, -2.311376, 4.951190], [-0.436415, -2.025695, 1.848331]],
  "forces_ev_per_angstrom": [[-0.3, -0.1, 0.6], [0.0, -0.1, 0.0], [0.3, 0.1, -0.1], [0.1, 0.0, 0.0], [0.0, 0.1, 0.0], [0.0, 0.0, -0.1], [0.0, -0.1, 0.1], [0.0, 0.0, 0.0], [0.1, 0.0, 0.0], [0.1, 0.0, -0.1], [-0.4, 0.0, 0.3], [-0.1, -0.1, -0.1], [-0.4, 0.1, -0.2], [0.0, 0.0, 0.0], [0.0, 0.0, 0.0], [0.0, -0.2, 0.1], [0.0, 0.0, 0.0], [0.0, 0.0, 0.0], [0.0, 0.0, 0.0], [0.0, 0.0, 0.0], [0.0, 0.0, 0.0], [0.1, 0.3, -0.3], [0.2, 0.2, 0.0], [0.0, -0.1, 0.1], [0.0, 0.0, -0.1], [-0.1, 0.0, 0.1], [0.0, -0.1, 0.0], [-0.1, 0.4, 0.2], [0.5, -0.8, -0.8], [0.1, -0.1, 0.1], [0.0, -0.1, -0.1], [0.1, 0.1, -0.1], [-0.1, 0.1, 0.2], [0.1, 0.0, 0.0], [-0.1, 0.0, 0.1], [0.1, 0.1, 0.1], [-0.1, 0.1, 0.1], [0.0, 0.0, 0.0], [0.0, 0.0, 0.0], [0.0, 0.0, 0.0], [0.1, 0.0, 0.0], [0.0, 0.0, 0.1], [0.0, -0.1, 0.1], [0.0, 0.0, 0.0], [0.0, 0.0, 0.0], [0.0, 0.0, 0.0], [0.0, 0.0, 0.0], [0.0, 0.1, 0.1], [0.0, 0.0, 0.0], [0.1, 0.0, -0.1], [-0.1, 0.0, -0.1], [0.0, 0.0, 0.0], [0.1, 0.0, 0.0], [0.0, 0.0, 0.0], [0.0, 0.0, 0.0], [0.0, 0.0, 0.0], [0.0, 0.0, 0.0], [0.0, 0.0, 0.0], [0.0, 0.1, 0.0], [-0.2, 0.1, -0.1], [0.0, 0.0, 0.0], [0.0, -0.1, 0.1], [0.7, 0.2, -0.3], [-0.1, 0.0, 0.0], [0.0, -0.1, 0.0], [0.0, 0.0, 0.0], [0.0, 0.0, 0.0], [0.0, 0.0, 0.0], [-0.1, 0.0, 0.0], [0.1, 0.0, 0.1], [0.0, -0.1, -0.1], [-0.1, 0.3, 0.0], [-0.1, -0.2, 0.0], [0.1, 0.0, 0.0], [0.0, 0.0, 0.0], [0.0, 0.0, 0.0], [0.0, 0.0, 0.0], [0.0, 0.0, 0.0], [0.0, 0.0, 0.0], [0.0, 0.0, 0.0], [0.0, 0.0, 0.0], [0.0, 0.0, 0.0], [0.0, 0.0, 0.0], [0.1, 0.1, -0.1]],
  "relative_energy_ev": 3.934,
  "gap_ha": [0.179, 0.145],
  "total_energy_ha": -3070.565840,
  "multiplicity": 2,
  "s_squared": 0.768
}